This record from the OMol25 dataset describes a gas-phase ion, C3H6N2S (charge +2). The level of theory is ωB97M-V/def2-TZVPD.

Summary:
- Molar mass: 102.2 g mol⁻¹
- Total charge: +2
- Relative energy (zero: lowest compared OMol25 entry of this formula, charge and spin): 0.529 eV
- Frontier orbital gap: 8.1 eV
- Structure (SMILES): C#[N+]C(=S)C[NH3+]
- E_HOMO: -19.21 eV

Element x y z (Å)
C -3.1065 -1.5071 -0.0825
C -1.3414 0.1822 0.0230
C 0.1686 -0.2186 0.1428
N -2.2170 -0.7873 -0.0468
N 1.0158 0.9494 -0.1370
S -1.9728 1.6836 0.0518
H -3.8126 -2.3091 -0.2268
H 0.5396 -1.0912 -0.4447
H 0.4290 -0.5212 1.1735
H 1.3559 0.8820 -1.1370
H 1.8581 0.9192 0.4933
H 0.4716 1.9133 0.0228


This record from the OMol25 dataset describes a single C16H13NO5 molecule. The level of theory is ωB97M-V/def2-TZVPD.

Summary:
- Molar mass: 299.3 g mol⁻¹
- Total charge: 0
- Relative energy (zero: lowest compared OMol25 entry of this formula, charge and spin): 0.906 eV
- Frontier orbital gap: 8.1 eV
- Structure (SMILES): COc1cccc2cc(C(=O)NCc3ccco3)c(=O)oc12
- E_HOMO: -8.60 eV

Element x y z (Å)
C 3.8400 2.1226 -1.4932
H 4.5754 2.8756 -1.7740
O 4.5974 0.9607 -1.2166
C 4.0140 -0.1951 -0.8324
C 4.8982 -1.2480 -0.6010
C 4.4641 -2.5017 -0.2012
C 3.1224 -2.7445 -0.0191
C 2.2016 -1.7158 -0.2404
C 2.6402 -0.4415 -0.6457
O 1.7384 0.5553 -0.8582
C 0.3975 0.4164 -0.7084
O -0.2766 1.4008 -0.9368
C -0.0900 -0.8913 -0.2918
C 0.7969 -1.8938 -0.0732
H 0.4156 -2.8572 0.2378
C -1.5480 -1.1918 -0.0812
O -1.9045 -2.2960 0.2874
N -2.3881 -0.1780 -0.3468
H -2.0000 0.7194 -0.6183
C -3.8174 -0.2802 -0.1338
C -4.2834 0.7213 0.8719
C -4.4512 2.0733 0.7835
C -4.8661 2.5051 2.0665
C -4.9159 1.3851 2.8364
O -4.5620 0.3044 2.1242
H -5.1810 1.2314 3.8635
H -5.0942 3.5069 2.3673
H -4.3008 2.6827 -0.0840
H -4.0162 -1.2910 0.2319
H -4.3358 -0.1220 -1.0862
H 2.7617 -3.7120 0.2913
H 5.1876 -3.2842 -0.0347
H 5.9475 -1.0472 -0.7470
H 3.1459 1.9663 -2.3211
H 3.2868 2.4642 -0.6163


This record from the OMol25 dataset describes 2 unconnected molecules or ions with the total composition C5H14N2O. The level of theory is ωB97M-V/def2-TZVPD.

Summary:
- Molar mass: 118.2 g mol⁻¹
- Total charge: 0
- Relative energy (zero: lowest compared OMol25 entry of this formula, charge and spin): 1.681 eV
- Frontier orbital gap: 9.9 eV
- Structure (SMILES): CC(=O)CN.CCN
- E_HOMO: -9.00 eV

Element x y z (Å)
C 1.8033 0.8855 1.1545
C 1.4120 -1.6032 0.4897
C 2.0234 -0.2844 0.1207
N 2.5391 2.0841 0.8313
O 2.8689 -0.1638 -0.7413
H 2.2600 2.4242 -0.0842
H 3.5258 1.8536 0.7403
H 2.1243 0.5319 2.1385
H 0.7340 1.1047 1.2031
H 1.8410 -2.4152 -0.0927
H 1.5073 -1.7934 1.5557
H 0.3659 -1.5562 0.1697
C -1.9915 -0.4177 -0.2758
C -3.3186 0.2516 -0.6146
N -1.0116 -0.3733 -1.3388
H -0.8235 0.5907 -1.5992
H -1.2589 -0.9579 -2.1305
H -2.1567 -1.4678 -0.0209
H -1.4897 0.0693 0.6365
H -4.0500 0.0925 0.1738
H -3.7290 -0.1733 -1.5309
H -3.1756 1.3181 -0.7849


This record from the OMol25 dataset describes a molecular structure, C4H4N2S3. The level of theory is ωB97M-V/def2-TZVPD.

Summary:
- Molar mass: 176.3 g mol⁻¹
- Total charge: 0
- Relative energy (zero: lowest compared OMol25 entry of this formula, charge and spin): 3.026 eV
- Frontier orbital gap (alpha / beta): 7.1 / 7.1 eV
- E_HOMO (alpha / beta): -7.87 / -7.87 eV

Element x y z (Å)
C 0.7291 -0.1088 -0.9160
C 1.8064 0.3932 -0.1401
C 0.2915 -1.3020 -0.1183
C -2.2713 0.3976 0.0852
N 1.9190 -0.1837 1.0645
N 1.0426 -1.2608 0.9976
S -1.0081 1.2440 -0.1848
S -3.5858 -0.5844 0.2375
S -1.0447 -2.2479 -0.3364
H 0.3771 0.0627 -1.8567
H 2.5370 1.1048 -0.3722
H 0.7359 -1.8835 1.7426
H -4.6145 0.4976 0.4176


- Which formula does entry 1 have?
  C3H6N2S